This record from the OMol25 dataset describes an isolated molecule of C4H9BrO2S at a distorted geometry. The level of theory is ωB97M-V/def2-TZVPD.

```
! wB97M-V def2-TZVPD RIJCOSX def2/J DEFGRID3
* xyz 0 1
C -0.12 -1.32 -0.18
C 1.31 0.65 0.36
C -0.80 1.19 -0.55
C 0.24 0.05 -0.63
O -0.37 -1.45 1.25
O 0.99 1.36 -2.67
S 0.97 -0.06 -2.29
Br -0.71 -1.05 -3.36
H -0.99 -1.81 -0.53
H 0.62 -2.00 -0.55
H -0.64 -2.34 1.60
H 2.16 0.11 0.11
H 1.15 0.53 1.43
H 1.55 1.72 0.06
H -1.36 1.28 0.32
H -0.32 2.25 -0.89
H -1.60 0.91 -1.22
*
```

Calculated total energy in Ha: -3280.416148
ΔE to the lowest compared entry with this formula, charge and spin in kcal per mole: 27.8

Here are the Mulliken charges for atoms 1 to 8, given in e: number 1, C, carries -1.106; number 2, C, carries -1.616; number 3, C, carries -1.456; number 4, C, carries 1.162; number 5, O, carries -0.564; number 6, O, carries -0.512; number 7, S, carries 0.482; number 8, Br, carries -0.183